(1)
The following is a DFT calculation (ωB97M-V with the def2-TZVPD basis set) of a molecular structure, C22H23N5O2OsSe.

Structure (XYZ):
```
54
Properties=species:S:1:pos:R:3:forces:R:3
C -1.0512 -1.7732 4.6664 -0.84 -0.99 -0.02
C 1.0007 3.8583 -1.5494 2.33 -1.40 0.16
C 0.3811 5.1308 -1.2432 -0.59 0.68 0.51
C 1.4256 0.5579 -0.4594 3.19 0.78 1.30
C -0.3976 0.4665 4.0223 -0.74 -0.79 -2.65
H -4.6938 -3.0781 -0.3060 -0.06 0.41 -0.43
O -0.0339 -2.2378 0.4623 -0.24 1.62 -1.23
H -4.9424 -1.3696 -0.8600 0.11 -0.59 -0.20
C 4.4249 -2.8956 -2.3314 0.89 -0.35 -0.25
N -0.3617 1.1678 2.8162 -0.44 -0.49 0.30
H 1.0400 -0.3275 6.9533 -0.18 0.05 -0.02
Os 0.4249 -0.3149 -1.8651 -1.63 1.59 3.36
C -3.1668 -2.3610 -1.4833 1.07 -1.36 0.13
H -0.0546 3.0314 3.6312 0.12 0.03 -0.67
C -1.0874 -0.7137 3.7693 0.51 1.45 -0.92
H -0.0881 2.9807 1.8114 0.15 -0.04 0.44
C -1.0257 0.4649 1.8498 0.11 0.04 2.61
C -0.8168 -1.0914 -3.6480 -0.85 -1.02 -0.05
H 1.2607 2.1320 -3.8107 -0.16 -0.22 0.33
C -0.2716 -1.6219 5.8240 1.21 1.00 1.28
H 1.3670 2.4026 2.7206 -0.60 -0.08 -0.12
H -0.7211 5.0649 -1.2258 0.49 0.09 -0.07
C 0.6864 1.2191 -3.6592 0.61 1.22 0.23
H 0.8374 1.6306 5.3339 0.09 -0.38 0.26
C -0.5853 1.2568 -3.0738 -0.94 0.20 -1.01
C 0.3430 0.6698 5.1758 0.43 0.69 0.52
C -1.3691 0.0675 -3.0784 -0.53 0.63 -1.00
H 0.7451 5.4206 -0.2365 -0.25 -0.08 -0.49
H -1.0209 2.1870 -2.7305 0.13 0.05 -0.10
C 0.4170 -0.4104 6.0666 -0.39 -1.70 0.60
N 2.2529 -1.6922 -1.8275 2.79 -1.31 -2.35
H 4.7505 -2.8080 -1.2695 -0.29 0.09 -0.68
H -1.9670 -1.4197 1.9677 0.04 0.21 0.04
H -2.3992 0.0991 -2.7457 0.04 -0.16 -0.04
H 4.2557 -3.9735 -2.5226 -0.06 0.63 -0.18
C 0.2617 2.4793 2.7268 0.32 0.77 0.02
N -1.4901 -0.6571 2.4479 0.11 -0.47 -0.03
N -2.0393 -2.6212 -1.5998 -1.50 0.81 0.17
C 0.5471 -1.1723 -3.8850 0.37 -0.66 -1.86
C 3.1729 -2.1262 -2.4191 -1.00 -0.13 3.54
H -0.1729 -2.4458 6.5506 -0.17 0.47 -0.46
C 1.3228 0.0022 -3.8513 0.84 -0.26 -1.68
H 0.9938 -2.1108 -4.1832 -0.09 0.00 0.06
H -1.6170 -2.6777 4.4405 0.25 -0.03 0.27
H 5.2425 -2.5166 -2.9634 -0.45 -0.18 0.05
C -4.5844 -2.3754 -1.1579 -0.72 0.24 0.46
N 1.7181 2.9352 -1.6307 -1.98 1.72 0.08
Se -1.4312 1.0209 0.1505 -0.63 0.87 -0.48
H 2.3799 -0.0344 -4.0859 -0.13 0.11 -0.09
H -5.2136 -2.7548 -1.9787 0.39 0.20 0.15
H -1.4117 -1.9944 -3.7650 0.10 0.26 0.19
H 0.6846 5.9331 -1.9315 -0.06 -0.42 0.02
O 2.0807 0.9046 0.4164 -1.64 -0.50 -1.26
C -0.0025 -1.5086 -0.4256 0.46 -3.30 1.24
```
Forces are in eV/Å.

Summary:
2S+1	5
E_HOMO (alpha / beta)	-18.675 / -21.715	eV
LUMO energy (alpha / beta)	-12.792 / -16.234	eV
E	-102499.1177	eV
Kohn-Sham gap (alpha / beta)	5.884 / 5.481	eV
charge	+4

***

(2)
The following is a DFT calculation (ωB97M-V with the def2-TZVPD basis set) of a single C22H23N5O6 molecule.

Structure (XYZ):
```
56
Properties=species:S:1:pos:R:3:forces:R:3
H -1.5236 -2.5707 -0.0227 0.03 -0.07 -0.07
C 6.5428 -1.4533 0.6753 -0.01 -0.01 -0.01
C 4.3337 -0.5493 0.4576 0.48 -0.54 0.03
C -4.3436 -1.9049 -0.8653 0.18 0.03 -0.07
H 2.7323 -1.9730 0.3950 -0.16 0.00 -0.02
O -0.7243 0.8875 0.5045 0.17 -0.07 0.20
O -2.2635 1.8453 -1.5514 -0.24 0.15 0.22
H 2.9153 4.5401 -0.7911 0.02 0.11 -0.04
C -5.4919 -1.7977 -0.1285 -0.20 0.27 0.25
N -2.4160 -0.8544 -1.8756 0.47 0.41 -0.24
C 1.7252 -0.0023 1.9712 -0.08 -0.09 0.00
H 2.5196 -0.4826 2.5395 -0.01 0.00 0.07
H -5.3082 1.4747 0.7336 0.00 0.01 0.04
H 7.6114 -1.3086 0.7287 0.08 0.02 0.01
H 3.8045 3.6334 -2.0240 0.04 0.07 -0.06
H -1.6653 3.8291 -0.0944 0.05 -0.08 0.16
H 2.0331 3.6780 -2.0596 -0.03 0.06 -0.07
N 0.6536 2.6895 0.5504 0.44 0.18 0.05
C -1.7381 3.0600 0.6838 0.14 -0.08 -0.18
H -0.9447 -1.8265 -2.9325 -0.07 -0.07 0.02
H -2.2871 -2.8678 -2.4264 0.04 0.01 -0.09
C -2.9667 1.5899 -0.5950 0.02 -0.06 -0.45
C 2.3009 0.8155 0.8757 -0.22 0.40 0.09
O -7.7083 -1.4747 1.3711 -0.11 -0.10 0.05
C -5.0384 0.5409 0.2648 -0.27 -0.23 0.06
H -1.7804 3.5194 1.6727 0.02 -0.04 -0.11
O -7.3433 0.6269 1.6544 -0.08 0.13 0.09
H 6.6621 -3.5799 0.8876 0.05 -0.07 0.01
C 6.0095 -2.7290 0.7623 0.02 -0.09 -0.01
C 1.8654 2.0097 0.3261 0.45 -0.53 -0.08
O -2.9227 2.3074 0.5426 -0.13 0.13 0.17
H 4.2248 -3.9094 0.7160 -0.04 -0.08 0.00
O 0.2107 -1.5883 -0.5689 0.18 0.47 0.02
C 2.9082 3.6434 -1.4117 0.03 -0.11 0.05
C -3.5172 -0.7856 -1.1049 -0.38 0.23 0.13
C 4.6396 -2.9135 0.6722 0.06 -0.05 0.06
C -0.5454 2.0895 0.5712 -0.46 0.28 0.00
H -0.3658 -3.4376 -1.0662 -0.13 0.00 0.04
H 6.1042 0.6396 0.4446 0.03 0.08 0.01
H 0.6979 3.6966 0.4901 -0.17 -0.09 0.08
N 3.8586 1.5394 -0.5570 0.51 0.36 -0.61
H -0.1544 -0.7281 -0.2957 0.09 -0.08 0.03
C -3.8943 0.4504 -0.5042 0.01 -0.25 0.02
N 3.5026 0.5701 0.2940 -0.70 0.41 0.09
C 3.7948 -1.8298 0.5118 0.00 0.22 -0.04
C 2.8808 2.4200 -0.5679 -0.22 -0.30 0.33
H -1.9177 0.0232 -1.9826 -0.17 -0.15 -0.06
C -1.6396 -2.0443 -2.1195 0.23 -0.40 0.47
C -5.8532 -0.5701 0.4364 1.11 -0.06 -0.73
C 5.7095 -0.3611 0.5230 -0.13 0.08 0.03
N -7.0473 -0.4654 1.2053 -0.60 0.07 0.38
C -0.8342 -2.4684 -0.8734 -0.34 -0.28 -0.37
H -6.1338 -2.6505 0.0321 0.00 -0.04 -0.01
H -4.0765 -2.8591 -1.2887 0.01 -0.09 -0.03
H 1.0603 -0.7701 1.5805 -0.02 -0.06 0.07
H 1.1439 0.6364 2.6332 -0.01 0.01 0.05
```
Forces are in eV/Å.

Summary:
E_HOMO	-8.396	eV
LUMO energy	-0.134	eV
E	-42921.1853	eV
Kohn-Sham gap	8.262	eV
SMILES	Cc1nn(-c2ccccc2)c(C)c1NC(=O)COC(=O)c1cc([N+](=O)[O-])ccc1NCCO

***

(3)
The following is a DFT calculation (ωB97M-V with the def2-TZVPD basis set) of a molecular structure, C22H24AsClI2InOP.

Structure (XYZ):
```
53
Properties=species:S:1:pos:R:3:forces:R:3
H 0.5867 5.0196 2.1467 -0.13 -0.30 0.08
C 0.1883 4.0364 2.4045 0.09 0.07 -0.21
H 2.2359 -1.3703 -4.4196 -0.17 -0.19 -0.27
C 3.5171 -0.5224 3.2780 1.82 -1.52 0.11
H -0.6651 4.7096 4.2774 0.06 -0.27 -0.30
C 3.4723 -2.3081 1.6415 0.85 -0.68 0.31
C -2.5216 -0.4148 1.3175 0.15 -0.10 -0.47
H -1.2003 0.5355 3.3687 0.10 0.35 -0.03
C -1.1227 0.0806 -5.2077 -0.61 0.12 0.64
H 3.8975 -3.2196 1.2199 -0.02 0.22 0.13
H 0.0667 -2.5110 2.0776 -0.36 -0.07 0.00
H -1.8505 -3.9448 2.7608 -0.09 0.26 -0.09
H 1.9749 0.9975 3.0872 0.07 -0.30 -0.12
P 0.3548 0.1464 -4.0894 0.84 0.03 -2.12
C 2.3771 0.0566 2.7002 -0.68 0.28 -0.13
C -1.2065 -0.8939 1.4161 0.12 -0.49 -0.33
In 2.1705 1.0287 -1.9161 -0.30 -0.19 -0.47
O -5.9536 -1.2519 -1.1843 0.80 0.71 -0.18
Cl 4.4213 0.7533 -2.6838 -0.68 -0.06 0.26
C -0.1324 1.6963 1.8812 0.56 0.44 -0.67
As 0.2335 0.2047 0.6260 -0.75 0.31 1.77
H -4.6097 -0.8996 1.4407 0.30 -0.11 0.24
C -5.0992 -0.5150 -1.2799 -2.03 -1.49 0.63
C 4.0617 -1.7017 2.7527 0.16 1.14 1.09
H -2.7029 0.5921 0.9438 -0.02 -0.22 0.03
H 0.6456 -2.1749 -4.7012 0.36 0.14 -0.08
C -0.8168 1.5165 3.0886 0.08 0.20 0.16
H -1.7715 0.9407 -5.0083 0.10 -0.25 -0.19
C 0.3763 2.9598 1.5308 -0.26 -0.25 0.52
H 3.9856 -0.0370 4.1283 -0.04 -0.14 -0.03
C -3.3497 -2.5190 2.1438 0.03 -0.16 -0.08
C -0.9574 -2.1577 1.9559 -0.34 0.11 -0.19
C -2.0406 -2.9600 2.3336 0.12 -0.05 0.03
C 1.2426 -1.2681 -4.8768 0.04 -0.18 0.70
H -0.7804 0.1069 -6.2531 0.13 0.02 0.42
H -4.1908 -3.1700 2.3923 0.32 0.20 -0.04
C 1.1878 1.5067 -5.0145 -0.01 0.24 0.42
H -1.6861 -0.8426 -5.0319 0.10 0.26 -0.08
H 2.1697 1.7463 -4.5865 -0.08 0.06 -0.26
I -2.0826 -1.6106 -2.1562 -0.36 1.00 0.10
H 4.9560 -2.1366 3.1996 -0.30 0.13 -0.09
C -0.5143 3.8652 3.5999 -0.01 -0.12 0.11
H 1.3195 1.1971 -6.0570 -0.02 0.20 0.20
C -3.5912 -1.2482 1.6190 0.14 0.16 0.19
C 2.3402 -1.7387 1.0543 -1.71 1.65 0.14
H 0.9272 3.0808 0.5938 -0.21 0.13 0.28
H -1.5638 2.4547 4.8748 0.18 0.13 -0.23
H 1.3386 -1.0902 -5.9599 -0.06 -0.03 0.45
C -1.0129 2.6090 3.9466 0.12 -0.21 -0.33
C 1.7688 -0.5849 1.6171 -0.34 -0.93 -1.92
H 0.5408 2.3908 -4.9542 0.27 -0.05 -0.12
H 1.9025 -2.1844 0.1544 0.17 0.13 0.32
I -2.8372 1.0446 -2.1930 1.50 -0.34 -0.30
```
Forces are in eV/Å.

Summary:
E_HOMO (alpha / beta)	-13.886 / -14.295	eV
LUMO energy (alpha / beta)	-10.915 / -8.850	eV
E	-129257.4122	eV
Kohn-Sham gap (alpha / beta)	2.971 / 5.445	eV
charge	+2

***

(4)
The following is a DFT calculation (ωB97M-V with the def2-TZVPD basis set) of a molecular structure, C22H24AuBrO3.

Structure (XYZ):
```
51
Properties=species:S:1:pos:R:3:forces:R:3
H -1.9105 0.7032 -3.9708 1.28 -0.30 -0.28
O 1.6412 -1.8906 2.6391 -0.69 0.11 -0.08
H 0.2318 1.7235 -3.9372 -0.35 -1.23 -0.32
C -1.4491 -0.8464 6.2948 0.11 0.02 -0.20
C -0.1001 -0.2095 -5.1881 -1.13 1.55 4.33
C -1.5283 -0.0811 -4.6763 -4.08 -0.43 -1.85
C 0.6297 1.0108 -4.7138 2.28 3.38 -1.37
C -1.6242 -2.0798 5.6595 0.04 0.02 -0.09
H -2.0427 -0.3886 -1.2133 0.37 0.30 0.24
C 2.5752 -0.4212 -0.1641 1.88 0.37 0.51
C -2.0864 0.5522 0.8113 -0.76 0.46 -0.51
O -0.2749 -1.4075 1.4674 0.51 -0.06 1.88
C 2.5439 1.7963 0.5140 0.28 0.41 -1.70
C 0.3683 -1.1579 -4.2803 1.67 -3.41 -1.84
C -1.5456 1.8204 -1.0600 -0.17 0.22 0.93
H -0.0661 -2.1457 -4.3590 -1.03 -0.26 0.55
H 1.6289 -2.2907 -2.4095 -0.73 1.29 0.08
C -1.5165 2.6935 0.1415 -0.51 -0.67 -0.61
H 2.9231 -0.0075 -2.3432 -0.33 0.10 0.28
C 2.7367 0.3629 -1.3360 -0.16 -0.30 0.87
H 1.4111 -1.4255 -4.3075 1.01 0.75 0.43
H -1.1955 -3.2512 3.8746 0.10 0.14 0.19
C -0.7716 0.1860 5.6408 0.06 -0.24 -0.31
C -1.0571 -2.3127 4.4095 0.12 0.41 0.54
C 0.6078 -2.0269 -1.9376 2.08 -4.04 3.44
H -0.6556 1.1616 6.0904 -0.11 0.08 0.12
H -2.1987 -2.8689 6.1357 -0.01 0.09 0.07
O 0.6784 -2.0719 -0.6137 -1.20 0.58 -5.27
C 2.6704 1.7572 -0.9634 -0.20 0.26 1.42
C 0.4285 -1.5686 2.4836 -0.04 -0.19 -0.56
Br 0.4822 1.3945 3.3759 0.30 0.11 0.44
H 1.6284 0.7476 -4.3478 -0.05 -0.08 0.12
H -1.8460 -1.0333 -4.2327 0.10 0.15 0.23
C 2.5684 0.4277 0.9572 -0.08 -0.50 -0.77
H -1.6559 2.1853 -2.0820 0.12 -0.21 0.31
H -1.5094 3.7795 0.1153 -0.13 -0.19 0.02
H -0.0893 -2.7809 -2.4041 -0.45 1.12 0.30
H 2.5899 0.0901 1.9868 -0.19 -0.02 -0.29
H -2.1531 2.2359 2.2534 0.34 -0.04 -0.10
H 2.7131 2.6724 1.1317 0.14 -0.16 -0.09
H -2.3340 -0.0132 -5.4714 0.66 0.29 0.05
C -0.2878 -1.3148 3.8172 0.14 0.32 -0.93
C -1.8857 0.4883 -0.5840 -0.32 0.74 0.36
C -0.2242 -0.0398 4.3761 -0.64 -0.72 0.90
C -1.9266 1.8799 1.2548 -0.10 -0.28 -0.84
H 0.9086 1.7509 -5.5070 -0.36 -0.24 -0.11
H 2.6791 -1.5009 -0.0622 -0.36 0.60 -0.23
Au 0.5422 2.0684 -0.4236 0.36 -0.27 -0.01
H -1.8506 -0.6742 7.2894 -0.02 -0.02 -0.10
H -2.3984 -0.2728 1.4428 0.35 0.14 -0.21
H 2.9971 2.5939 -1.5743 -0.12 -0.18 0.06
```
Forces are in eV/Å.

Summary:
2S+1	3
E_HOMO (alpha / beta)	0.428 / -1.385	eV
LUMO energy (alpha / beta)	4.677 / 3.745	eV
E	-103070.4488	eV
Kohn-Sham gap (alpha / beta)	4.249 / 5.130	eV
charge	-2